# 1
Formula: C3H14NO2
Source: the Open Molecules 2025 dataset
Level of theory: ωB97M-V/def2-TZVPD

The electronic energy comes out at -327.7065 a.u. The energy above the lowest of the compared OMol25 structures with the same formula, charge and spin comes out at 10.1 kcal per mole. For the molar mass, the calculation gives 96.1 Da. The frontier orbital gap is 0.4777 hartree. Its HOMO energy is -15.887 eV. Its total charge is +1.

Geometry (Å):
C (0.3068, 1.6989, -0.9013)
C (0.3250, 0.2150, -1.2655)
N (-0.1642, -0.6155, -0.0936)
C (-0.3929, -2.0524, -0.3932)
H (-0.6926, 2.0550, -1.0994)
H (1.0717, 2.2093, -1.4551)
H (0.4504, 1.8301, 0.1598)
H (1.2552, -0.2362, -1.5710)
H (-0.4473, 0.0332, -2.0082)
H (0.4807, -0.4802, 0.6998)
H (-1.0447, -0.1852, 0.2449)
H (0.5045, -2.6479, -0.2773)
H (-1.1281, -2.4219, 0.3036)
H (-0.6930, -2.1157, -1.4329)
H (-3.1988, 0.8087, 1.2233)
H (-2.1572, 0.5229, 2.3084)
O (-2.2596, 0.6274, 1.3539)
H (2.7977, 0.8860, 1.7989)
H (2.7941, -0.3472, 0.9498)
O (2.1922, 0.2154, 1.4554)

These are the natural (NBO) partial charges, in e, on atoms 1 to 2:
1 C -0.631
2 C -0.199

# 2
Formula: C3H9N
Source: the Open Molecules 2025 dataset
Level of theory: ωB97M-V/def2-TZVPD

The electronic energy comes out at -174.2642 a.u. The energy above the lowest of the compared OMol25 structures with the same formula, charge and spin comes out at 118.5 kcal per mole. For the molar mass, the calculation gives 59.1 Da. The frontier orbital gap is 0.2980 hartree. Its HOMO energy is -7.001 eV. Its total charge is 0.

Geometry (Å):
C (-1.4316, 0.3474, 0.1702)
C (1.7504, 0.4924, -0.0367)
C (-0.9286, -0.8476, -0.4155)
N (0.6992, -0.3194, 0.5400)
H (0.9198, -0.5614, 1.5067)
H (-1.7938, 0.3135, 1.1881)
H (-1.2129, 1.2917, -0.3082)
H (1.9509, 1.4255, 0.5150)
H (2.7039, -0.0503, -0.1123)
H (1.4737, 0.7853, -1.0574)
H (-1.1786, -1.7936, 0.0466)
H (-0.5892, -0.8171, -1.4428)
H (-2.3633, -0.2664, -0.5937)

These are the natural (NBO) partial charges, in e, on atoms 1 to 2:
1 C -0.438
2 C -0.414

# 3
Formula: C34H91AsF6FeN8O10
Source: the Open Molecules 2025 dataset
Level of theory: ωB97M-V/def2-TZVPD

The electronic energy comes out at -6638.7674 a.u. As for the expectation value of S²: 8.76. The spin multiplicity is 6. For the molar mass, the calculation gives 1016.9 Da. The frontier orbital gap (spin up / spin down) is 0.2498 / 0.1136 hartree. Its HOMO energy (spin up / spin down) is -10.608 / -10.608 eV. Its total charge is +1.

Geometry (Å):
Fe (-2.9836, -0.9545, -1.9613)
C (-0.3369, 0.4983, 0.7670)
C (-1.3571, -0.0575, -0.2263)
O (-1.9743, 0.6283, -1.0605)
O (-1.6900, -1.2496, -0.2664)
H (-0.2058, 1.5803, 0.7531)
H (0.6246, 0.0089, 0.6121)
H (-0.6516, 0.3041, 1.7923)
As (-0.7021, -2.4114, -4.7223)
F (-1.4472, -1.8241, -3.1793)
F (-2.1145, -1.5540, -5.5351)
F (-0.0660, -3.0747, -6.2763)
F (0.6642, -3.1496, -3.8416)
F (-1.6245, -3.9252, -4.6090)
F (0.2588, -0.9119, -4.9754)
C (-5.6359, -4.1845, -1.7401)
C (-5.0911, -2.8104, -1.8364)
C (-5.2754, -2.0720, -0.4767)
O (-4.6975, -0.7882, -0.6380)
C (-5.0419, 0.1524, 0.3960)
N (-3.7346, -2.9116, -2.3425)
H (-6.7181, -4.2464, -1.6256)
H (-5.1938, -4.8713, -1.0184)
H (-5.4622, -4.6919, -2.6890)
H (-5.6583, -2.2565, -2.5844)
H (-4.8395, -2.6842, 0.3128)
H (-6.3382, -2.0014, -0.2451)
H (-4.6101, -0.1093, 1.3620)
H (-6.1251, 0.2437, 0.4760)
H (-4.6199, 1.1321, 0.1717)
H (-3.2605, -3.5306, -1.7005)
H (-3.7138, -3.4411, -3.2023)
C (-0.2088, -4.6194, 0.0441)
C (-1.4649, -4.9491, -0.7868)
C (-1.7404, -6.4894, -0.9570)
O (-0.7401, -7.2004, -1.6311)
C (-0.5809, -7.0037, -3.0378)
N (-2.4977, -4.1728, -0.0989)
H (-0.2332, -5.1345, 1.0045)
H (-0.0797, -3.5623, 0.2764)
H (0.6415, -5.0087, -0.5158)
H (-1.3256, -4.4879, -1.7645)
H (-2.7349, -6.6186, -1.3840)
H (-1.8521, -6.8239, 0.0743)
H (0.0982, -6.1680, -3.2067)
H (-1.4508, -6.7225, -3.6314)
H (-0.0893, -7.8468, -3.5232)
H (-2.1370, -3.2810, 0.2087)
H (-2.8073, -4.5863, 0.7691)
C (1.9679, 0.3222, 3.9194)
C (3.2032, 1.3331, 3.7916)
C (4.5138, 0.6863, 3.4731)
O (5.5395, 1.6751, 3.3573)
C (6.8711, 1.1950, 3.1619)
N (2.8641, 2.3520, 2.8419)
H (2.1150, -0.2213, 4.8527)
H (1.8618, -0.3663, 3.0811)
H (1.0439, 0.8993, 3.9564)
H (3.3345, 1.8835, 4.7233)
H (4.4294, 0.0964, 2.5604)
H (4.7876, 0.0951, 4.3469)
H (6.8758, 0.4143, 2.4013)
H (7.2084, 0.8820, 4.1500)
H (7.5415, 1.9639, 2.7779)
H (3.4994, 3.1185, 3.0123)
H (3.2163, 2.0478, 1.9455)
C (-4.2132, 2.6087, 4.1149)
C (-3.0086, 2.1213, 3.3121)
C (-1.7007, 2.8830, 3.7871)
O (-1.4063, 2.8037, 5.1665)
C (-0.3454, 3.6632, 5.6009)
N (-2.8504, 0.7000, 3.5537)
H (-5.0302, 1.8874, 4.1278)
H (-4.5975, 3.4984, 3.6160)
H (-4.0477, 2.8625, 5.1620)
H (-3.2456, 2.2485, 2.2558)
H (-1.8836, 3.9115, 3.4759)
H (-0.8149, 2.5730, 3.2327)
H (-0.1231, 3.6397, 6.6677)
H (-0.5126, 4.6846, 5.2591)
H (0.5581, 3.3363, 5.0862)
H (-2.9059, 0.4571, 4.5324)
H (-1.9761, 0.3210, 3.2190)
C (5.2975, 0.5896, -1.8564)
C (5.2953, 2.1333, -1.6358)
C (5.1465, 2.4987, -0.1540)
O (3.8278, 2.3155, 0.2186)
C (2.9482, 3.2383, -0.3890)
N (6.4617, 2.6721, -2.3214)
H (5.5082, 0.0134, -0.9554)
H (5.9971, 0.3078, -2.6433)
H (4.3124, 0.2681, -2.1946)
H (4.4938, 2.6377, -2.1755)
H (5.4916, 3.5072, 0.0739)
H (5.8154, 1.8866, 0.4510)
H (3.2806, 4.2196, -0.0501)
H (1.9555, 3.2180, 0.0606)
H (2.7773, 3.1564, -1.4623)
H (6.2767, 2.5494, -3.3067)
H (7.2734, 2.0951, -2.1533)
C (4.5689, -3.3825, 3.0358)
C (4.4956, -4.5568, 2.1065)
C (5.0259, -4.2955, 0.6766)
O (4.5344, -3.0844, 0.0980)
C (3.1372, -2.7438, 0.0372)
N (5.1032, -5.6959, 2.7574)
H (5.6058, -3.1135, 3.2372)
H (4.1775, -3.6647, 4.0131)
H (4.0416, -2.4970, 2.6811)
H (3.4268, -4.6666, 1.9225)
H (4.5985, -5.0802, 0.0524)
H (6.1120, -4.2802, 0.5859)
H (2.5356, -3.2613, 0.7845)
H (2.8616, -3.0888, -0.9593)
H (3.0248, -1.6598, 0.0186)
H (5.0857, -6.5494, 2.2177)
H (6.0818, -5.4842, 2.8903)
C (-1.6505, 2.3617, -6.2656)
C (-1.1101, 1.8747, -4.8755)
C (0.3859, 2.3653, -4.5835)
O (0.7542, 2.2985, -3.1992)
C (0.9170, 1.0411, -2.5963)
N (-2.0202, 2.4542, -3.9111)
H (-2.6395, 1.9800, -6.5193)
H (-0.9238, 1.9994, -6.9927)
H (-1.6191, 3.4460, -6.3727)
H (-1.1645, 0.8031, -4.6832)
H (0.3854, 3.4372, -4.7813)
H (1.1756, 1.9537, -5.2121)
H (-0.0120, 0.4937, -2.7558)
H (1.1385, 1.0760, -1.5296)
H (1.6399, 0.4325, -3.1396)
H (-1.6295, 2.2663, -2.9989)
H (-1.8976, 3.4520, -4.0085)
C (-1.9221, 4.5210, -0.6553)
C (-2.9734, 5.5042, -0.1524)
C (-4.0222, 5.0026, 0.8721)
O (-4.8434, 4.0510, 0.2408)
C (-6.0994, 3.8082, 0.8556)
N (-2.1830, 6.5156, 0.5148)
H (-1.2826, 5.0988, -1.3227)
H (-2.3989, 3.6908, -1.1764)
H (-1.2087, 4.1608, 0.0859)
H (-3.4435, 5.9675, -1.0199)
H (-4.5490, 5.8855, 1.2341)
H (-3.5418, 4.5610, 1.7452)
H (-5.9064, 3.2855, 1.7925)
H (-6.7466, 3.2122, 0.2121)
H (-6.7666, 4.6415, 1.0759)
H (-2.7870, 7.2024, 0.9431)
H (-1.5760, 6.2160, 1.2644)

These are the Mulliken partial charges, in e, on atoms 1 to 2:
1 Fe 0.554
2 C -0.647

Q: Among the records above, which one has the lowest electronic energy?
A: C34H91AsF6FeN8O10

Q: Which formula does entry 3 have?
A: C34H91AsF6FeN8O10

Q: Which of these has the highest electronic energy?
A: C3H9N